Here is a structure of composition C23H30FIN4O3SW from the OMol25 dataset. Energies are from ωB97M-V/def2-TZVPD.

Output
E_tot, Ha: -2201.49920
Net charge: +2
LUMO, eV: -5.49
Kohn-Sham gap, eV: 7.797
HOMO level, eV: -13.29

The geometry in XYZ format:
```
64
C23H30FIN4O3SW | the OMol25 dataset | ωB97M-V/def2-TZVPD
C -1.6578 0.8025 4.3038
S 1.8072 0.3367 -3.0244
H 0.6137 -0.3105 5.2934
H 9.1127 -2.7350 4.4545
H 1.5162 -0.5280 3.7809
O -0.3585 -1.8326 0.0219
C -0.5956 -0.0051 3.5426
C -0.3960 0.6893 2.2175
H -1.8392 0.3354 5.2748
H 8.8499 -0.2629 1.7885
H 10.4828 -0.7959 3.8011
H 4.0559 0.2978 1.2566
C 10.0309 -1.4714 3.0802
C 2.3200 -1.7402 0.9419
H 7.9947 -3.9325 1.1599
H -2.0244 -1.5459 2.9708
I -3.1046 -0.3123 0.0543
N 3.5677 -4.2378 1.3390
C 4.2122 -5.8974 3.0971
H -2.6081 0.8301 3.7660
C 5.8218 -0.7687 1.7169
C 2.2898 -4.1395 0.9825
H 10.7395 -1.6459 2.2746
C 8.6269 -3.1935 1.6402
H 8.8669 -4.6178 3.2865
H -0.2089 1.7630 2.2987
C 9.4371 -3.8761 2.7330
C 0.7505 0.0726 4.2788
H -1.7226 1.4040 -1.4471
H -2.0939 2.1421 0.1610
N 0.8220 1.3274 -0.6296
C 6.4710 -2.0091 1.9253
H -1.3320 1.8304 4.4773
H 9.2818 -2.8017 0.8563
H -1.0570 -1.9207 4.4011
C 5.6935 -3.1476 1.8224
C 1.6349 -2.9515 0.7589
N 7.8429 -2.1166 2.2305
H 1.1180 1.0987 4.3513
H 4.8055 -5.1620 3.6430
C 8.6696 -0.9633 2.6044
C 3.7246 -1.8341 1.3002
C -1.7452 1.2685 -0.3724
N 9.8445 -2.8137 3.7476
O -0.3009 -4.0475 -0.0179
H 4.6654 -6.8788 3.2381
H 10.6937 -3.0971 4.2365
H 3.4983 -6.2858 1.0928
H 1.7576 -5.0739 0.8499
F 6.5481 0.3606 1.7703
H -0.3371 -2.0485 2.8089
O 1.8213 -0.5916 0.7937
C 4.3317 -3.0740 1.4932
H 3.2163 -5.9219 3.5400
C 1.2701 0.9170 -1.6799
H 6.1391 -4.1089 2.0250
C 0.2472 -3.0280 0.2703
H 5.1080 -5.6329 1.1277
W -0.2286 0.0340 0.4581
H 10.3532 -4.3297 2.3618
C 4.1377 -5.5805 1.6181
C 4.5003 -0.6749 1.4264
H 8.1827 -0.4179 3.4087
C -1.0318 -1.4559 3.4144
```